[1]
DFT (ωB97M-V/def2-TZVPD) results for a 6-piece molecular cluster, C16H21Cl8N3O overall at a distorted geometry.

The geometry in XYZ format:
```
49
Properties=species:S:1:pos:R:3:mulliken_charge:R:1
N 0.98 -4.29 3.82 0.006
C 1.72 -4.78 4.80 -0.467
C 1.94 -6.13 4.54 -0.416
C 1.55 -6.37 3.20 -0.309
C 0.92 -5.21 2.84 -0.488
H 0.68 -3.34 3.70 0.219
H 1.96 -4.16 5.65 0.370
H 2.34 -6.87 5.22 0.364
H 1.61 -7.28 2.62 0.385
H 0.63 -5.00 1.82 0.336
N 2.41 2.30 6.11 -0.023
C 1.04 2.60 6.01 -0.361
C 0.33 2.08 7.08 -0.387
C 1.27 1.37 7.71 -0.335
C 2.57 1.62 7.29 -0.558
H 3.12 2.62 5.47 0.199
H 0.79 3.28 5.21 0.360
H -0.70 2.31 7.32 0.372
H 1.05 0.74 8.56 0.372
H 3.54 1.28 7.63 0.364
N -6.24 9.74 -1.35 -0.008
C -5.28 8.95 -1.92 -0.356
C -5.68 7.62 -1.79 -0.477
C -6.78 7.63 -0.98 -0.375
C -7.20 8.93 -0.96 -0.418
H -6.29 10.75 -1.42 0.210
H -4.38 9.36 -2.35 0.374
H -4.98 6.82 -1.97 0.347
H -7.33 6.75 -0.66 0.365
H -8.05 9.30 -0.41 0.338
C 2.14 2.08 -2.33 0.342
Cl 3.52 1.67 -3.42 -0.080
Cl 0.88 3.17 -3.11 -0.090
Cl 1.41 0.62 -1.66 -0.064
Cl 2.82 3.08 -0.97 -0.108
C -4.37 -3.01 -6.51 0.392
Cl -5.52 -1.69 -6.24 -0.102
Cl -3.30 -2.95 -5.18 -0.098
Cl -5.21 -4.58 -6.42 -0.105
Cl -3.44 -2.85 -7.98 -0.087
C 4.68 -6.27 -5.43 -0.893
C 4.65 -4.78 -5.70 -0.286
O 5.90 -4.33 -5.31 -0.517
H 5.60 -6.55 -5.93 0.257
H 3.86 -6.75 -5.95 0.307
H 4.59 -6.50 -4.37 0.302
H 3.78 -4.34 -5.20 0.247
H 4.59 -4.46 -6.74 0.274
H 5.86 -4.21 -4.36 0.308
```

HOMO-LUMO gap, Eh: 0.290
Maximum force, eV Å⁻¹: 5.426
ΔE to the lowest compared entry with this formula, charge and spin, kJ/mol: 36.95
Highest occupied orbital energy, eV: -8.1
SMILES string: ClC(Cl)(Cl)Cl.ClC(Cl)(Cl)Cl.c1cc[nH]c1.c1cc[nH]c1.c1cc[nH]c1.CCO



[2]
DFT (ωB97M-V/def2-TZVPD) results for C31H31BBaF5N12S as an isolated structure at a distorted geometry.

The geometry in XYZ format:
```
82
Properties=species:S:1:pos:R:3:mulliken_charge:R:1
Ba -1.35 -0.10 -1.23 2.019
N -1.92 -5.18 -1.14 -0.490
C -2.02 -3.85 -0.81 0.384
S -2.94 -2.92 -1.99 -0.234
N -1.48 -3.51 0.32 -1.150
N -1.42 -2.17 0.62 1.532
C -1.47 -1.88 1.87 -0.269
C -1.75 -2.86 2.96 -0.510
C -2.84 -2.61 3.80 0.071
C -3.14 -3.49 4.83 -0.903
C -2.36 -4.61 5.05 -0.383
C -1.27 -4.85 4.22 -0.983
C -0.97 -3.99 3.17 0.168
C -1.21 -0.47 2.28 0.749
C -0.75 -0.20 3.57 -0.890
C -0.49 1.11 3.94 -0.774
C -0.72 2.12 3.02 -0.825
C -1.16 1.77 1.76 -0.740
N -1.39 0.51 1.39 0.453
H -2.59 -5.55 -1.78 0.236
H -1.57 -5.78 -0.42 0.225
H -3.45 -1.73 3.64 0.460
H -4.00 -3.29 5.47 0.400
H -2.59 -5.29 5.86 0.402
H -0.65 -5.73 4.39 0.403
H -0.14 -4.20 2.52 0.514
H -0.59 -1.01 4.27 0.511
H -0.12 1.33 4.93 0.407
H -0.54 3.16 3.27 0.486
H -1.34 2.53 1.00 0.541
C -2.64 3.54 -2.11 -1.420
C -1.24 3.43 -1.60 0.606
C -0.46 4.37 -0.91 -1.321
C 0.73 3.73 -0.67 -0.349
N 0.66 2.48 -1.18 2.809
N -0.55 2.30 -1.76 -1.699
B 1.95 1.56 -1.28 -1.087
N 1.88 0.42 -2.34 1.357
C 2.99 -0.14 -2.86 -0.393
C 2.63 -1.25 -3.58 -1.403
C 1.24 -1.33 -3.44 0.513
C 0.31 -2.36 -3.99 -1.209
N 0.80 -0.32 -2.69 -0.928
N 2.21 0.90 0.09 1.256
C 3.10 1.15 1.08 -0.368
C 3.06 0.10 1.96 -1.674
C 2.12 -0.79 1.41 0.824
C 1.81 -2.18 1.88 -1.331
N 1.58 -0.29 0.31 -0.350
N 3.07 2.50 -1.75 1.285
C 3.17 2.99 -3.00 -0.482
C 4.12 3.98 -3.00 -1.287
C 4.55 4.05 -1.66 0.729
C 5.58 4.95 -1.06 -1.293
N 3.91 3.16 -0.91 -1.265
H -2.87 4.56 -2.40 0.380
H -3.37 3.24 -1.35 0.241
H -2.78 2.89 -2.98 0.324
H -0.73 5.38 -0.65 0.411
H 1.64 4.08 -0.21 0.511
H 3.96 0.30 -2.68 0.545
H 3.28 -1.91 -4.13 0.434
H 0.68 -2.74 -4.94 0.389
H -0.69 -1.95 -4.15 0.256
H 0.20 -3.20 -3.30 0.154
H 3.70 2.04 1.05 0.590
H 3.67 -0.04 2.84 0.448
H 1.47 -2.20 2.92 0.298
H 2.70 -2.80 1.82 0.509
H 1.05 -2.63 1.25 0.063
H 2.55 2.60 -3.80 0.558
H 4.46 4.57 -3.83 0.390
H 5.85 5.74 -1.75 0.361
H 6.49 4.39 -0.81 0.249
H 5.22 5.40 -0.14 0.316
F -3.45 -0.03 -2.48 -0.340
C -4.15 -0.78 -1.54 -0.230
F -3.60 -0.43 -0.33 -0.295
C -5.58 -0.29 -1.54 0.798
F -5.66 1.05 -1.35 -0.215
F -6.26 -0.88 -0.55 -0.228
F -6.17 -0.57 -2.70 -0.246
```

Expectation value of S²: 0.76
HOMO-LUMO gap (spin up / spin down), Eh: 0.280 / 0.273
Maximum force, eV Å⁻¹: 2.583
ΔE to the lowest compared entry with this formula, charge and spin, kJ/mol: 60.74
2S+1: 2
Highest occupied orbital energy (spin up / spin down), eV: -7.8 / -8.2



[3]
DFT (ωB97M-V/def2-TZVPD) results for C28H20LaN5O9S as an isolated structure at a distorted geometry.

The geometry in XYZ format:
```
64
Properties=species:S:1:pos:R:3:mulliken_charge:R:1
La 0.63 -1.07 -0.45 1.633
O 2.44 -2.32 0.13 -0.379
C 3.28 -2.41 1.12 0.485
C 4.59 -2.89 0.91 -0.516
C 5.48 -3.01 1.95 -0.374
C 5.12 -2.67 3.26 -0.679
C 3.84 -2.21 3.49 -0.689
C 2.91 -2.05 2.45 0.522
C 1.56 -1.58 2.84 -0.565
N 0.64 -1.23 2.03 0.442
N -0.61 -0.89 2.62 -0.883
C -1.57 -0.83 1.73 0.351
O -1.46 -1.06 0.45 -0.826
C -2.94 -0.46 2.21 0.469
C -3.24 -0.36 3.57 -0.278
C -4.51 0.04 3.96 -0.488
C -5.48 0.36 3.00 -0.518
C -5.17 0.27 1.65 -0.573
C -3.91 -0.15 1.26 -0.455
H 4.87 -3.14 -0.10 0.438
H 6.49 -3.36 1.75 0.361
H 5.82 -2.77 4.08 0.381
H 3.52 -1.94 4.49 0.329
H 1.33 -1.57 3.90 0.336
H -2.48 -0.58 4.30 0.451
H -4.75 0.12 5.01 0.362
H -6.46 0.70 3.31 0.426
H -5.90 0.56 0.90 0.363
H -3.65 -0.21 0.21 0.476
O 6.94 2.54 -2.06 -0.746
C 6.18 2.01 -2.89 0.420
O 6.29 1.91 -4.13 -0.722
C 4.87 1.44 -2.31 0.158
C 4.63 1.54 -0.95 -0.752
C 3.46 1.02 -0.43 -0.423
N 2.53 0.43 -1.20 0.243
C 2.77 0.31 -2.52 0.563
C 3.92 0.80 -3.10 -0.671
C 1.74 -0.44 -3.40 0.258
O 1.94 -0.53 -4.59 -0.720
O 0.70 -0.92 -2.75 -0.732
H 5.37 2.02 -0.33 0.474
H 3.24 1.08 0.63 0.466
H 4.09 0.69 -4.16 0.618
N -0.33 1.59 -1.04 -0.354
C -1.73 1.80 -1.26 0.755
C -2.38 1.13 -2.28 -0.218
C -3.76 1.27 -2.45 -0.736
C -4.50 2.07 -1.58 -0.223
C -3.83 2.73 -0.56 -0.781
C -2.46 2.61 -0.40 -0.561
S -6.27 2.28 -1.75 1.335
O -6.45 3.59 -2.35 -0.703
O -6.68 1.17 -2.60 -0.752
O -6.75 2.19 -0.37 -0.692
H 0.04 2.34 -0.45 0.205
H 0.17 1.63 -1.93 0.238
H -1.82 0.49 -2.95 0.411
H -4.27 0.74 -3.24 0.455
H -4.41 3.34 0.13 0.377
H -1.96 3.11 0.42 0.235
N -0.58 -3.85 -2.43 -0.070
C -0.28 -3.50 -1.37 -0.239
H -0.78 -3.98 -3.40 0.285
```

HOMO-LUMO gap, Eh: 0.279
Charge: -2
Maximum force, eV Å⁻¹: 1.547
ΔE to the lowest compared entry with this formula, charge and spin, kJ/mol: 58.04
Highest occupied orbital energy, eV: -4.0